Record 1
85
Properties=species:S:1:pos:R:3 method="wB97M-V/def2-TZVPD" homo_ev=-7.29 orbital_gap_ev=7.7666 energy_ev=-94575.0339 max_force_ev_per_a=4.1 lumo_ha=0.01760
H -1.12 3.46 -1.97
H -1.18 -3.88 -1.31
C -1.33 -5.69 -0.18
C -2.97 -3.75 -0.13
H -0.73 3.75 3.98
C 1.22 3.64 -0.05
H 1.86 3.35 0.81
Si 1.94 -2.98 -1.20
O 2.19 -1.21 2.58
H 0.27 -4.07 -2.70
C -0.10 -4.67 3.15
H -3.62 -4.50 -0.60
C 0.63 -0.85 -2.78
O 0.88 0.56 1.48
H -0.52 -4.88 4.14
H 1.54 -5.20 -2.17
H 1.80 -2.72 1.24
H 0.88 5.09 2.22
H -3.08 0.78 -1.32
H 1.89 -3.97 -3.42
H 4.16 -2.27 -0.31
H -0.02 1.14 -3.54
H 0.94 -4.33 3.29
H -1.99 -0.05 -2.42
Si 1.87 2.78 -1.59
C 1.34 -4.17 -2.49
C 3.81 -2.86 -1.18
H 1.62 -4.44 0.79
H 1.52 4.75 -3.03
Cl 1.82 0.20 2.76
H 4.03 2.06 -0.59
H -2.02 4.25 1.70
H -0.31 -6.02 -0.41
C -2.28 0.04 -1.37
H -1.70 2.48 3.20
C 1.33 -1.26 -1.61
H -3.27 -3.65 0.92
H -1.47 -1.48 2.95
H -1.38 -2.56 4.35
C 1.30 -3.41 0.53
C -0.96 4.02 1.84
H -0.58 5.80 2.95
H -2.00 -3.91 2.44
H 0.30 -1.53 -3.57
H 0.35 3.48 -3.46
C 3.72 2.57 -1.51
H 1.31 4.73 -0.18
H 4.25 -3.86 -1.13
H 4.21 3.55 -1.55
C 1.07 1.08 -1.57
H 4.07 1.98 -2.37
C -2.98 3.57 -0.88
C -1.49 3.92 -1.04
Hf -0.67 0.24 0.20
H -3.17 -2.79 -0.63
O -0.74 -1.73 0.48
C -1.51 -4.18 -0.31
H -1.70 5.96 -0.27
H -0.23 5.73 -1.27
P -0.49 3.10 0.30
H 2.05 3.34 -3.95
H 0.12 -2.01 3.55
H -3.59 4.35 -1.37
C 1.38 3.67 -3.15
C 0.48 0.55 -2.77
C -1.28 5.44 -1.14
H -2.00 -6.17 -0.91
P -0.45 -3.24 0.80
C -0.95 -3.58 2.50
H -3.21 2.61 -1.37
H -0.27 6.02 1.22
H -0.09 -5.61 2.58
H 0.06 2.47 3.06
C -0.82 3.12 3.08
H -2.78 -0.91 -1.13
H 2.45 -0.01 -0.16
C -0.91 -2.33 3.38
H -3.29 3.50 0.17
H -1.83 5.80 -2.02
C -0.18 5.31 2.05
H 4.14 -2.36 -2.10
C 1.65 -0.07 -0.90
O 0.90 0.37 3.89
H -1.61 -6.05 0.82
Cl -2.50 0.60 1.64

***

Record 2
64
Properties=species:S:1:pos:R:3 method="wB97M-V/def2-TZVPD" homo_ev=-9.26 orbital_gap_ev=8.8244 energy_ev=-70394.0404 max_force_ev_per_a=1.4 lumo_ha=-0.01602 smiles="O=C1NC(=O)c2c(CCCI)cc(-c3ccccn3)cc21.O=S1(=O)CCCC1.O=S1(=O)CCCC1"
H 3.15 -6.60 -7.82
H 2.36 -7.17 -3.70
O 3.77 -4.17 -4.30
C 2.55 2.13 1.80
H 5.38 0.83 2.39
H 4.41 -6.01 -6.74
S 2.63 -4.99 -4.63
H -6.17 4.56 3.39
C 1.12 0.31 0.79
H 2.05 -7.77 -5.97
H 2.83 -4.14 -6.85
H -3.09 5.78 1.18
C -5.86 6.65 2.87
S -4.50 7.47 2.04
H -5.80 4.85 1.69
C -5.57 5.16 2.71
C 0.42 -2.57 -2.17
C 3.35 1.41 2.91
O 0.46 3.98 3.40
H 3.05 2.04 0.85
C -0.68 -3.89 -0.54
H 4.12 0.11 1.32
C 4.38 0.42 2.33
C 3.04 -7.37 -5.77
O -4.85 7.64 0.65
H 1.45 -5.25 -6.66
C -0.15 2.98 3.26
C 3.36 -6.28 -6.80
C 3.07 -6.72 -4.39
N 0.43 -1.47 -1.43
C -1.12 1.15 2.18
H -2.17 -0.49 1.29
O 1.33 -4.74 -4.06
C -1.23 0.04 1.37
C -4.07 5.01 2.98
H 0.87 -2.50 -3.15
C -2.13 1.84 3.05
C 0.08 1.83 2.31
O -3.32 1.78 3.02
C -0.12 -3.80 -1.81
H -2.45 6.46 2.70
I 4.36 -1.42 3.46
H -0.12 -4.64 -2.46
H -6.80 6.96 2.41
C -3.34 6.10 2.19
H -1.10 -4.82 -0.17
C -0.66 -2.75 0.25
H 2.65 0.83 3.50
N -1.36 2.63 4.00
C -0.10 -0.37 0.67
H 1.98 -0.02 0.24
H 3.82 2.12 3.59
H 4.07 -6.74 -3.95
H -1.08 -2.78 1.25
H -5.84 6.95 3.92
H -3.87 5.13 4.04
H 2.40 3.18 2.03
H -1.01 1.91 4.63
H -3.71 4.02 2.69
C -0.12 -1.56 -0.22
C 1.22 1.42 1.63
O -4.05 8.58 2.84
C 2.49 -5.08 -6.42
H 3.75 -8.19 -5.83

***

Record 3
64
Properties=species:S:1:pos:R:3 method="wB97M-V/def2-TZVPD" homo_ev="-16.88 / -16.87" orbital_gap_ev="7.7440 / 3.7534" total_charge=+3 energy_ev=-46048.6148 spin_multiplicity=2 max_force_ev_per_a=3.8 lumo_ha="-0.33572 / -0.48193" s2=0.7607
H -2.99 -2.68 3.67
H -2.72 -3.52 1.51
O 4.09 1.22 -0.22
C -3.44 4.34 -0.46
H 1.46 1.69 5.42
H -1.84 -3.69 -0.96
H -1.68 2.30 -1.69
O -2.33 2.23 -0.99
H -3.08 -2.63 -1.28
H -2.61 1.42 -4.42
H 3.35 0.91 3.78
H -2.24 -0.18 -4.66
C -2.48 -4.16 -2.89
H 2.74 0.75 6.12
O 2.27 -1.05 -1.57
H -2.54 -4.39 3.68
H -4.26 2.81 -1.60
H 4.96 4.20 1.13
O 1.48 0.58 2.96
C -0.56 0.68 -3.83
O 2.15 -0.38 0.84
H -4.47 4.31 -0.11
H 2.79 -0.72 3.92
C -2.03 0.63 -3.96
H 6.03 3.28 0.32
H 1.15 -0.02 5.75
P 1.31 -0.50 -0.47
H -1.60 -4.76 -3.08
H -0.68 -1.79 -1.54
Rb 1.69 -3.74 -2.06
C -2.17 -3.38 3.52
Rb 1.80 -2.89 2.16
C -3.26 3.21 -1.45
Rb 2.37 1.19 -3.28
Rb 4.78 -1.49 -0.05
H -0.23 1.70 -2.19
C -2.19 -3.03 -1.75
C 3.96 2.40 0.59
H 4.65 4.03 -0.65
H -3.14 -4.94 -2.50
H -0.07 -0.07 -3.22
C 2.45 0.32 3.99
H -3.00 3.97 0.47
O -1.17 -2.08 1.94
C -1.82 -3.36 2.10
O 0.11 -1.49 -0.15
O -0.37 1.97 -3.10
H -2.91 -3.75 -3.81
C 1.90 0.70 5.42
H -1.01 -4.01 1.76
H -0.10 0.81 -4.81
H -1.39 -3.22 4.27
H -2.43 0.41 -2.97
H 1.82 0.21 2.14
C 4.97 3.53 0.27
Rb -0.89 0.98 1.13
H 3.32 0.69 0.00
H 2.92 2.68 0.41
H -2.80 5.19 -0.68
H -0.74 -1.93 1.09
H -3.02 3.70 -2.39
O 0.87 0.96 -0.90
O -1.12 -2.18 -2.30
H 4.04 2.01 1.61

***

Record 4
74
Properties=species:S:1:pos:R:3 method="wB97M-V/def2-TZVPD" homo_ev="-4.94 / -5.36" orbital_gap_ev="6.9106 / 6.7721" total_charge=-1 energy_ev=-93817.9496 spin_multiplicity=3 max_force_ev_per_a=2.6 lumo_ha="0.07257 / 0.05178" relative_energy_kcal_mol=0.0 s2=2.0184
H 4.65 -3.77 1.58
S 4.24 -1.29 0.25
C -4.23 0.86 -2.97
C 4.07 -0.75 2.96
H -3.49 -2.66 -4.33
H 2.04 -4.41 -1.63
C -1.72 2.48 -0.93
H -1.18 6.18 0.14
C -4.72 0.11 2.71
H 4.18 -3.14 -2.22
O -1.19 -0.28 -0.48
H 3.71 -0.39 5.03
C -1.33 5.16 -0.19
C 4.45 -3.04 2.34
Pt 1.04 0.03 -0.10
O 0.88 -2.24 -0.39
C -2.78 3.33 -0.71
C 1.10 4.84 -0.24
H -4.44 1.85 -2.59
H 2.88 2.23 -1.41
H -6.03 -1.07 1.50
I 0.79 0.62 2.38
H 4.43 -4.45 3.95
H 2.76 -3.37 6.08
O -0.22 -2.61 -2.32
C -3.37 0.67 0.34
C 4.03 -2.47 4.65
C -5.17 -0.42 1.51
H -5.22 -0.13 3.63
H -4.83 -0.59 -0.60
C -4.49 -0.15 0.33
H -3.78 2.92 -0.74
H 4.47 -3.63 6.40
O -0.84 0.86 -2.75
N 3.45 -2.60 -0.35
C 2.03 2.78 -1.05
C -0.40 2.99 -0.86
O 3.51 -0.04 0.09
H -2.06 1.83 1.56
C 0.76 2.24 -1.21
O 1.13 1.83 -3.73
C 4.33 -3.41 3.67
C -3.61 0.93 2.72
C -4.75 -0.94 -4.48
H 3.19 4.45 -0.35
H 3.96 0.28 2.66
C -0.21 4.34 -0.42
C 2.20 4.06 -0.50
C -2.60 4.67 -0.37
O 5.58 -1.28 -0.27
C 0.76 -2.66 -1.59
H -5.80 0.92 -4.43
C 3.29 -2.66 -1.80
C -2.94 1.21 1.54
C 2.02 -3.43 -2.12
H 2.49 -2.56 0.03
H 3.73 -2.05 6.72
H 3.21 -1.65 -2.23
H -2.07 -1.70 -2.53
C 4.28 -1.71 1.99
C -3.19 0.12 -2.44
C 3.75 -2.90 6.05
O 1.41 -0.09 -2.28
H -3.46 5.29 -0.20
H 1.91 -3.57 -3.19
H 1.23 5.87 0.07
C -3.70 -1.68 -3.94
C -5.00 0.34 -4.00
C -2.92 -1.15 -2.93
H -3.23 1.34 3.65
S 0.60 1.09 -2.60
P -2.14 0.69 -1.06
C 3.94 -1.13 4.28
H -5.36 -1.35 -5.27

***

Record 5
15
Properties=species:S:1:pos:R:3 method="wB97M-V/def2-TZVPD" homo_ev=-8.82 orbital_gap_ev=9.3566 energy_ev=-6353.5613 max_force_ev_per_a=0.3 lumo_ha=0.01970 relative_energy_kcal_mol=97.8
O -0.67 1.32 0.71
H -0.58 0.93 -1.28
C 0.76 -0.80 -0.31
C -1.94 -0.47 -0.25
H -1.89 -1.15 -1.10
H 2.28 0.41 -1.22
H -2.88 0.09 -0.31
H 0.40 -1.18 -1.26
H 0.54 -1.41 0.56
H 1.54 1.38 0.45
C 1.91 -0.04 -0.29
H 0.76 1.60 0.70
C -0.81 0.54 -0.27
H 2.65 -0.12 0.50
H -1.95 -1.04 0.69

***

Record 6
138
Properties=species:S:1:pos:R:3 method="wB97M-V/def2-TZVPD" homo_ev=-9.30 orbital_gap_ev=8.2111 energy_ev=-96763.7113 max_force_ev_per_a=4.0 lumo_ha=-0.04019 smiles="O=C1c2ccccc2C(=O)c2ccccc21.O=C1c2ccccc2C(=O)c2ccccc21.O=C1c2ccccc2C(=O)c2ccccc21.c1ccncc1.c1ccncc1.c1ccncc1.c1ccncc1.c1ccncc1.c1ccncc1"
C -2.18 -1.74 -1.11
C 5.31 -3.95 5.42
H 3.11 -3.69 -1.63
C 2.98 1.65 -3.25
C 0.76 6.40 0.20
N -6.80 0.51 0.70
H -0.26 4.71 -3.43
C -2.27 -3.04 -0.76
C -1.29 -3.99 -1.22
N -2.11 -1.78 2.37
H 1.13 -6.79 -4.06
H 1.93 -5.68 1.76
C -1.93 6.02 -3.84
C -2.10 3.65 -4.02
H -1.30 -5.05 -0.85
H 4.37 -5.92 2.57
O -1.75 5.99 3.85
C 1.58 7.34 -2.25
N 0.24 -6.97 -5.89
C -4.51 -1.92 1.82
H 6.10 -4.86 1.22
C 6.57 -4.40 5.64
H -5.57 4.00 -0.51
C 0.27 -7.22 -4.57
C 4.21 -1.74 1.93
C -3.25 6.11 -4.13
C -1.75 -8.54 -4.54
C 3.52 -2.91 4.02
N 1.92 6.14 -1.85
H 8.65 -4.27 4.89
H 6.96 -4.90 6.54
C -0.80 2.71 1.50
C 5.98 -2.85 3.43
C -2.07 4.87 1.78
H -2.57 -8.77 -6.62
C -7.28 1.65 1.20
C -1.46 5.07 3.14
C 1.43 -0.16 -2.81
C 0.28 7.66 -0.24
C 3.41 -4.27 -0.74
H -8.05 1.48 1.98
C -5.33 1.87 -0.67
C -3.35 5.84 0.00
H -2.55 -9.07 -4.02
C -1.30 4.75 -3.72
N -4.01 5.03 -4.45
H -0.07 2.69 -2.13
H 0.59 -4.17 -2.21
H 1.09 -2.04 3.25
C 0.49 0.73 -2.32
C -3.46 3.83 -4.33
C 0.80 2.10 -2.41
H -4.54 1.83 -1.46
H -2.89 -1.01 -0.70
H -1.20 -3.56 2.86
H -3.14 -4.89 2.82
H -3.71 7.06 -4.01
H -5.37 -1.37 1.38
C 2.66 0.31 -3.23
H 0.16 0.75 3.04
H 2.34 -0.22 -0.40
C 5.62 -2.02 2.23
H 3.45 -0.36 -3.59
C 4.03 -5.46 1.64
H -3.47 4.68 -1.75
C 2.75 -5.29 1.17
C -2.16 3.73 -0.30
H 1.33 3.22 6.44
C -6.80 2.97 0.88
C 3.89 -1.12 0.77
C 4.73 -4.27 -0.39
H 0.47 5.97 1.15
C 7.27 -3.21 3.70
H -1.69 2.63 -4.03
C -3.01 4.75 -0.75
C 1.86 -1.77 2.54
C 5.07 -4.92 0.85
H -3.34 -0.14 1.90
C -0.19 -3.48 -1.85
H 4.49 -4.14 6.13
H -7.15 3.80 1.46
H 1.51 1.00 5.04
H -1.43 6.96 -3.61
H -0.50 8.13 0.36
C -0.34 2.86 2.86
H -3.19 -3.43 -0.29
H 3.99 1.91 -3.57
C -0.70 -7.93 -3.81
O 2.63 -3.34 4.69
C 7.58 -4.05 4.75
C -0.95 0.20 -2.03
C -0.48 4.01 3.62
C -0.04 -2.14 -2.12
H -3.90 6.69 -0.47
C 4.94 -3.23 4.22
C 0.70 8.14 -1.52
O -0.32 1.87 0.72
C -5.92 3.02 -0.16
H 4.68 -0.86 0.05
H 5.43 -3.90 -1.14
H 0.12 5.04 5.41
C -2.81 5.94 1.28
C -0.80 -7.56 -6.49
H -0.83 -7.38 -7.56
C 0.97 1.87 4.73
C 1.24 -1.67 -2.73
H -5.55 -0.26 -0.77
C 1.64 5.77 -0.62
H 1.92 7.58 -3.26
O 2.11 -2.46 -3.08
H 0.41 9.11 -1.82
C -3.29 -1.22 2.05
C 0.25 1.74 3.51
H 2.11 4.87 -0.18
C -1.03 -1.24 -1.77
C 3.24 -2.06 2.87
C -2.15 -3.10 2.65
H -1.81 2.96 -0.99
C 0.14 4.11 4.85
C 0.92 3.08 5.45
C 2.60 -0.78 0.49
C -1.76 -8.35 -5.95
N 2.39 -4.75 0.01
H -0.76 -7.82 -2.70
C -1.71 3.75 0.99
C -4.44 -3.28 2.15
C -5.85 0.65 -0.25
O 6.53 -1.54 1.55
H -2.97 6.85 1.84
H 0.57 -0.83 0.99
H -4.14 3.06 -4.56
O -1.97 0.90 -2.14
C 1.99 2.59 -2.91
C -3.29 -3.83 2.64
H 8.06 -2.79 3.07
C 1.55 -1.09 1.37
H 2.21 3.65 -2.89
H -5.24 -4.02 2.05

***

Record 7
9
Properties=species:S:1:pos:R:3 method="wB97M-V/def2-TZVPD" homo_ev="-7.63 / -7.24" orbital_gap_ev="7.6154 / 6.8679" energy_ev=-23773.5618 max_force_ev_per_a=1.4 lumo_ha="-0.00050 / -0.01382" relative_energy_kcal_mol=36.9
O -0.41 -0.58 1.43
O 1.08 1.48 1.36
H -0.13 -1.28 -2.06
C -0.25 -0.56 -1.25
H 0.70 1.78 0.53
H 0.72 -0.13 -1.02
H -0.94 0.22 -1.58
P 0.22 0.53 2.36
P -0.99 -1.45 0.23

***

Record 8
51
Properties=species:S:1:pos:R:3 method="wB97M-V/def2-TZVPD" homo_ev=-14.20 orbital_gap_ev=6.7448 total_charge=+2 energy_ev=-117305.9546 max_force_ev_per_a=2.5 lumo_ha=-0.27384 relative_energy_kcal_mol=10.8
H -3.10 2.07 1.58
C 2.56 2.33 -3.04
Cl -1.94 -2.95 2.91
O 2.20 0.31 1.68
Ti 0.73 -0.09 0.36
C 1.63 -1.31 3.38
C -2.97 -1.64 -1.64
N 1.14 1.09 -1.53
H 2.76 2.17 -0.89
O -0.12 -1.06 1.72
N 1.84 -1.36 -0.43
C 2.67 -1.80 -1.21
N -0.98 -0.56 -1.00
H 3.45 -0.06 3.24
O -0.14 1.65 0.85
C -0.36 -2.64 3.42
H 1.94 2.31 -5.17
C 1.23 -2.81 5.25
Cl 1.65 -3.49 6.77
H 3.44 2.89 -3.16
H -3.76 -2.31 -1.27
N -0.20 1.00 -6.29
C 0.04 -3.23 4.63
C -2.44 1.54 2.31
C -1.36 -0.13 -4.66
C 2.05 -1.90 4.60
H -1.44 4.07 3.03
C 0.63 1.16 -3.91
H -0.51 -4.06 5.11
C -1.65 -0.53 -3.29
S 3.78 -2.47 -2.08
H 3.00 -1.74 5.08
C 0.37 -1.67 2.78
H 0.20 4.15 2.37
C 2.17 1.91 -1.78
N -2.08 -0.48 -5.69
C -2.01 -1.31 -0.69
H -1.32 4.04 1.19
C 2.43 -0.26 2.77
H -2.69 1.76 3.40
C 0.35 0.76 -2.56
C -2.81 -1.28 -2.96
S -1.46 0.24 -6.99
C 1.73 2.03 -4.13
H -2.45 0.47 2.17
H -3.50 -1.59 -3.72
C -0.80 -0.08 -2.27
C -0.27 0.72 -4.96
C -0.81 3.80 2.16
H -2.15 -1.67 0.32
S -0.72 2.00 2.22